Molecular formula: C3H6ClOP
Method: DFT, the ωB97M-V functional and the def2-TZVPD basis

```
12
Properties=species:S:1:pos:R:3:forces:R:3
C -0.9006 -2.0912 0.1233 0.3 0.8 -2.2
C -0.6841 -0.8573 0.5464 1.1 0.7 3.0
P 0.5876 0.1127 -0.2436 -1.8 0.3 -0.8
C 0.2431 1.9435 -0.1484 -1.3 -3.0 -1.1
O 0.7007 -0.4398 -1.6007 0.5 0.6 -0.7
Cl 2.2806 -0.0850 0.7600 0.8 0.0 0.8
H -1.7113 -2.7103 0.4428 0.1 -0.5 0.6
H -0.3488 -2.2947 -0.8262 -0.8 -0.4 0.7
H -0.8932 -0.4787 1.5794 -0.8 -0.4 -1.0
H 1.0925 2.2196 -0.6509 1.9 1.2 -2.1
H -0.6804 2.1646 -0.6783 0.2 0.0 -0.2
H 0.3140 2.5166 0.6961 -0.2 0.7 2.8
```
Forces are in eV/Å.

* E_tot: -27067.2840 eV
* highest occupied orbital energy: -10.418 eV
* LUMO level: 0.611 eV
* frontier orbital gap: 11.028 eV